1.
{"formula": "C3H3N3O2", "method": "ωB97M-V/def2-TZVPD", "elements": ["O", "C", "N", "N", "C", "C", "O", "N", "H", "H", "H"], "positions_angstrom": [[-2.864, -0.329, -0.258], [-1.662, -0.223, -0.134], [-1.118, 1.204, -0.047], [0.025, 1.196, 0.261], [0.604, -0.086, 0.403], [1.805, -0.468, 0.037], [3.068, 0.215, -0.296], [-0.503, -1.001, 0.127], [1.611, -1.679, -0.222], [3.842, -0.537, -0.308], [-0.394, -2.008, 0.736]], "e_above_lowest_kcal_mol": 127.8, "total_energy_ev": -11720.4154, "max_force_ev_per_a": 5.27, "smiles": "O=C1N=N/C(=C\\O)N1"}



2.
{"formula": "C3H3N3O2", "method": "ωB97M-V/def2-TZVPD", "elements": ["O", "C", "C", "N", "C", "N", "N", "O", "H", "H", "H"], "positions_angstrom": [[-1.783, 1.283, -0.013], [-0.685, 0.711, -0.008], [0.664, 1.275, 0.028], [1.726, 0.527, -0.009], [1.531, -0.831, -0.007], [0.396, -1.457, 0.006], [-0.663, -0.674, 0.009], [-1.881, -1.291, 0.016], [0.724, 2.351, 0.060], [2.464, -1.393, -0.031], [-2.492, -0.500, -0.051]], "e_above_lowest_kcal_mol": 82.0, "total_energy_ev": -11722.4025, "max_force_ev_per_a": 1.05, "smiles": "O=c1cncnn1O"}



3.
{"formula": "C3H3N3O2", "method": "ωB97M-V/def2-TZVPD", "elements": ["C", "C", "C", "H", "H", "H", "N", "N", "N", "O", "O"], "positions_angstrom": [[-0.398, -1.184, 0.104], [1.142, 0.118, 0.102], [-0.034, 0.904, 0.378], [-2.539, 1.160, -1.034], [-1.068, -2.088, -0.487], [3.028, -0.397, 0.144], [-0.942, -0.100, 0.869], [0.860, -1.181, -0.312], [2.407, 0.491, 0.313], [-2.372, 0.096, 0.089], [-0.085, 2.180, -0.166]], "e_above_lowest_kcal_mol": 240.9, "total_energy_ev": -11715.5087, "max_force_ev_per_a": 9.20}



4.
{"formula": "C3H3N3O2", "method": "ωB97M-V/def2-TZVPD", "elements": ["O", "N", "C", "C", "N", "C", "N", "O", "H", "H", "H"], "positions_angstrom": [[0.948, -2.107, 1.389], [-0.100, -1.738, 0.674], [-0.191, -0.527, 0.210], [-1.051, -0.211, -0.821], [-1.189, 0.897, -1.347], [-0.191, 1.745, -1.085], [0.903, 1.740, -0.244], [0.497, 0.546, 0.874], [1.466, -1.256, 1.824], [-1.718, -1.060, -1.157], [-0.002, 2.468, -2.176]], "e_above_lowest_kcal_mol": 182.5, "total_energy_ev": -11718.0410, "max_force_ev_per_a": 7.65, "smiles": "O/N=c1/cncno1"}